Entry 1:
ORCA calculation (ωB97M-V/def2-TZVPD) on a 7-piece molecular cluster, C27H41F4INO19PS overall.

**Largest force on an atom**: 0.87 eV Å⁻¹
**Frontier orbital gap**: 9.0660 eV
**HOMO level**: -9.2 eV
**Charge**: 0
**Structure (SMILES)**: CC(=O)N(C)CCCC[PH](S)(I)C(F)(F)C(F)F.O=C1OCCO1.O=C1OCCO1.O=C1OCCO1.O=C1OCCO1.O=C1OCCO1.O=C1OCCO1

Each line ends with the Mulliken charge.
Geometry (Å):
C (3.5682, -0.6601, -0.8840)  -1.25
C (2.9762, 0.6835, -1.2223)  0.49
O (2.6096, 1.4615, -0.3721)  -0.63
N (2.8385, 0.9839, -2.5565)  0.66
C (3.6494, 0.2853, -3.5413)  -1.24
C (2.5000, 2.3861, -2.8380)  -1.71
C (1.0195, 2.6901, -2.6951)  -0.04
C (0.1384, 1.8783, -3.6398)  -0.41
C (-1.3417, 1.8465, -3.2417)  -0.44
P (-1.9876, 0.3775, -2.3588)  -0.51
S (-0.2091, -0.1090, -1.1051)  -0.32
I (-4.4409, 0.7532, -3.4012)  -0.32
C (-1.8754, -1.4094, -3.0973)  0.62
F (-1.9986, -2.2397, -2.0298)  -0.22
F (-2.8439, -1.7017, -3.9585)  -0.27
C (-0.5298, -1.7106, -3.8049)  0.46
F (-0.5454, -1.0293, -4.9785)  -0.26
F (-0.4804, -3.0271, -4.0733)  -0.29
H (4.5554, -0.8077, -1.3231)  0.45
H (2.9162, -1.4564, -1.2527)  0.24
H (3.6395, -0.7262, 0.1982)  0.33
H (3.3739, 0.6579, -4.5262)  0.46
H (4.7260, 0.4398, -3.4065)  0.35
H (3.4532, -0.7868, -3.5269)  0.33
H (3.0529, 3.0156, -2.1361)  0.44
H (2.8459, 2.6150, -3.8478)  0.53
H (0.8752, 3.7558, -2.9014)  0.19
H (0.7325, 2.5267, -1.6569)  0.33
H (0.1726, 2.3246, -4.6374)  0.33
H (0.5417, 0.8705, -3.7464)  0.13
H (-1.9940, 1.9615, -4.1022)  0.70
H (-1.5754, 2.6669, -2.5533)  0.30
H (-2.7226, 0.5369, -1.1956)  0.31
H (-0.4571, 0.8759, -0.2347)  0.20
H (0.3522, -1.4176, -3.2363)  0.03
O (-2.3626, -2.3679, 3.6222)  -0.57
C (-2.6357, -3.0390, 2.6768)  0.71
O (-2.3507, -4.3515, 2.5635)  -0.33
C (-3.0189, -4.8807, 1.4122)  -0.28
C (-3.1790, -3.6273, 0.5659)  -0.16
O (-3.2515, -2.5966, 1.5640)  -0.35
H (-2.3838, -5.6371, 0.9611)  0.31
H (-3.9679, -5.3212, 1.7198)  0.21
H (-2.3032, -3.4448, -0.0543)  0.09
H (-4.0778, -3.5936, -0.0421)  0.37
O (-0.7599, 5.6021, -3.0414)  -0.46
C (-1.9214, 5.6887, -3.3007)  0.61
O (-2.6216, 4.7433, -3.9510)  -0.27
C (-4.0206, 5.0671, -3.8703)  -0.39
C (-3.9759, 6.5692, -3.6345)  -0.30
O (-2.7062, 6.7310, -2.9790)  -0.32
H (-4.5081, 4.7680, -4.7925)  0.29
H (-4.4513, 4.5240, -3.0289)  0.26
H (-3.9584, 7.1396, -4.5632)  0.25
H (-4.7582, 6.9428, -2.9816)  0.29
O (3.5462, -6.0015, 4.0754)  -0.58
C (2.5029, -5.5163, 4.3929)  0.62
O (1.4197, -5.4798, 3.5992)  -0.33
C (0.3025, -4.9627, 4.3484)  0.45
C (1.0052, -4.2022, 5.4591)  -0.34
O (2.2635, -4.8958, 5.5607)  -0.35
H (-0.3181, -4.3387, 3.7205)  -0.19
H (-0.2861, -5.7909, 4.7322)  0.20
H (1.2183, -3.1685, 5.1825)  0.29
H (0.4846, -4.2377, 6.4094)  0.27
O (-2.1515, -4.9227, 6.1227)  -0.54
C (-3.1366, -4.2558, 6.1026)  0.69
O (-4.1022, -4.3434, 5.1630)  -0.32
C (-5.2028, -3.5134, 5.5511)  -0.33
C (-4.5426, -2.5370, 6.5118)  -0.28
O (-3.4440, -3.3104, 7.0105)  -0.34
H (-5.6254, -3.0498, 4.6644)  0.29
H (-5.9516, -4.1359, 6.0433)  0.29
H (-4.1442, -1.6600, 6.0015)  0.23
H (-5.1702, -2.2366, 7.3452)  0.31
O (6.6966, -1.6754, 0.5262)  -0.53
C (6.0863, -2.5886, 0.9779)  0.64
O (6.2552, -3.1023, 2.2138)  -0.36
C (5.1924, -4.0300, 2.4807)  -0.21
C (4.7556, -4.4202, 1.0805)  -0.22
O (5.1104, -3.2593, 0.3179)  -0.33
H (5.5548, -4.8534, 3.0844)  0.35
H (4.4059, -3.5075, 3.0263)  0.18
H (5.3126, -5.2758, 0.6965)  0.22
H (3.6891, -4.6002, 0.9845)  0.26
O (1.7634, 10.7837, -0.0640)  -0.52
C (1.6009, 9.6592, -0.4074)  0.64
O (1.8753, 8.5733, 0.3523)  -0.36
C (1.3460, 7.4119, -0.2971)  -0.28
C (1.2655, 7.8605, -1.7467)  0.19
O (1.1132, 9.2799, -1.6089)  -0.35
H (2.0114, 6.5716, -0.1230)  0.28
H (0.3611, 7.1978, 0.1212)  0.25
H (2.1924, 7.6624, -2.2878)  0.21
H (0.4224, 7.4441, -2.2857)  -0.05

Entry 2:
ORCA calculation (ωB97M-V/def2-TZVPD) on a 11-piece molecular cluster, H23O11 overall in a non-equilibrium geometry.

**Largest force on an atom**: 3.20 eV Å⁻¹
**Frontier orbital gap**: 10.4337 eV
**ΔE to the lowest compared entry with this formula, charge and spin**: 100.72 kcal/mol
**HOMO level**: -13.6 eV
**Charge**: +1

Each line ends with the Mulliken charge.
Geometry (Å):
O (2.3899, -0.6906, 1.7958)  -0.70
H (0.7117, -4.4905, -2.6226)  0.27
H (-0.0741, -1.0869, -0.7461)  0.45
O (-3.3073, 0.3560, -1.6339)  -0.68
H (2.9549, -0.5372, 2.5922)  0.30
H (1.6538, -1.6928, 0.1116)  0.37
O (0.7010, -3.5300, -2.6074)  -0.53
H (-1.3576, -0.1148, -1.1555)  0.44
H (3.0457, 2.5260, 1.6118)  0.30
O (-1.3295, 3.4599, -0.0347)  -0.62
H (-1.9284, 4.0580, -0.6241)  0.34
H (2.6287, -1.1465, -2.2276)  0.31
O (-2.7781, 2.7515, 3.4872)  -0.60
H (2.4560, 3.6673, 2.6212)  0.29
H (-3.0189, 0.8768, -0.8898)  0.22
O (-2.3209, -1.5694, -3.1519)  -0.57
H (-2.4435, -2.3117, -3.7480)  0.31
H (1.5112, -0.3087, 1.9963)  0.41
O (0.9601, -1.9106, -0.5408)  -0.62
H (-0.0636, -3.2920, -3.1308)  0.28
O (2.9406, -2.0315, -1.9923)  -0.60
H (3.5070, -2.5503, -2.5841)  0.32
H (-4.0346, -0.2238, -1.4168)  0.36
O (0.8594, 0.4796, 3.3861)  -0.70
H (1.6584, -2.1235, -1.3080)  0.49
H (1.1858, 1.3800, 3.4451)  0.33
O (-0.4283, 0.0301, -0.8359)  -0.56
H (0.7835, 0.1164, 4.2733)  0.31
H (-0.0273, 0.3089, -1.7415)  0.45
O (2.3905, 2.7795, 2.2520)  -0.59
H (-1.7980, 2.6084, 0.0321)  0.31
H (-3.0872, -1.0057, -3.0328)  0.30
H (-1.9140, 2.8061, 3.8864)  0.31
H (-2.9761, 1.8269, 3.3903)  0.30

Entry 3:
ORCA calculation (ωB97M-V/def2-TZVPD) on one molecule with the formula C16H19N3O3 in a non-equilibrium geometry.

**Largest force on an atom**: 7.40 eV Å⁻¹
**Frontier orbital gap**: 9.0282 eV
**ΔE to the lowest compared entry with this formula, charge and spin**: 120.93 kcal/mol
**HOMO level**: -8.4 eV
**Charge**: 0
**Structure (SMILES)**: N[C@@H](Cc1c[nH]c2ccccc12)C(=O)N1CCC[C@H]1C(=O)O

Each line ends with the Mulliken charge.
Geometry (Å):
N (-0.0430, -1.9418, -1.7522)  -0.86
C (0.2624, -1.0059, -0.5861)  0.30
C (-0.5394, -1.2193, 0.6957)  -0.29
C (-2.0250, -1.2407, 0.4620)  0.44
C (-2.7258, -2.4259, 0.3812)  -0.83
N (-4.1363, -1.9201, 0.4026)  -0.16
C (-4.2092, -0.5396, 0.5113)  -0.69
C (-5.2819, 0.3316, 0.3873)  -0.62
C (-5.0471, 1.7440, 0.3234)  -0.46
C (-3.6539, 2.2465, 0.1910)  -0.91
C (-2.6167, 1.3396, 0.2903)  -0.26
C (-2.9038, -0.0269, 0.4930)  0.78
C (1.7181, -1.0289, -0.4490)  0.79
O (2.2364, -2.1996, -0.4077)  -0.81
N (2.4545, 0.0951, -0.5093)  0.08
C (1.7960, 1.4118, -0.2369)  -0.53
C (2.9430, 2.4090, -0.7514)  -0.72
C (4.2026, 1.6489, -0.1999)  -0.71
C (3.9929, 0.1901, -0.1998)  -0.31
C (4.4214, -0.5475, 1.1095)  0.66
O (4.6871, 0.0975, 2.1204)  -0.58
O (4.3300, -1.9308, 0.9218)  -0.52
H (0.4315, -2.8172, -1.6354)  0.34
H (-1.0434, -2.1449, -1.6168)  0.27
H (-0.0149, -0.0746, -0.9813)  0.08
H (-0.0820, -2.1791, 1.1535)  0.40
H (-0.2420, -0.2105, 1.1694)  0.20
H (-2.6338, -3.4543, 0.3528)  0.48
H (-4.9361, -2.5914, -0.0755)  0.29
H (-6.2910, -0.0689, 0.2604)  0.34
H (-5.8046, 2.5715, 0.3176)  0.32
H (-3.5777, 3.2747, 0.2546)  0.41
H (-1.6623, 1.6519, 0.1466)  0.63
H (1.7204, 1.8083, 0.7764)  0.21
H (0.6619, 1.3763, -0.5853)  0.20
H (2.8938, 2.5722, -1.8437)  0.32
H (2.8137, 3.2987, -0.1458)  0.36
H (4.2522, 1.8908, 0.9138)  0.25
H (5.2549, 1.7817, -0.6012)  0.42
H (4.6750, -0.1712, -1.1227)  0.26
H (3.7221, -2.0009, 0.0653)  0.44

Entry 4:
ORCA calculation (ωB97M-V/def2-TZVPD) on one molecule with the formula C4H3ClO2 in a non-equilibrium geometry.

**Largest force on an atom**: 3.23 eV Å⁻¹
**Frontier orbital gap**: 10.8807 eV
**ΔE to the lowest compared entry with this formula, charge and spin**: 0.00 kcal/mol
**HOMO level**: -10.1 eV
**Charge**: 0
**Structure (SMILES)**: O=C1OCC=C1Cl

Each line ends with the Mulliken charge.
Geometry (Å):
O (0.6414, -2.5039, -0.0155)  -0.50
C (0.4030, -1.3471, 0.0863)  0.50
O (0.9014, -0.4896, 0.9718)  -0.31
C (0.4294, 0.8332, 0.7726)  -0.31
C (-0.5299, 0.7813, -0.3758)  -0.32
C (-0.6024, -0.4562, -0.8454)  0.19
Cl (-1.4495, -1.1461, -2.1317)  -0.16
H (1.2913, 1.4748, 0.5491)  0.25
H (-0.0430, 1.1888, 1.6939)  0.26
H (-1.0418, 1.6648, -0.7053)  0.41

Entry 5:
ORCA calculation (ωB97M-V/def2-TZVPD) on a 2-piece molecular cluster, C5H12N2O overall in a non-equilibrium geometry.

**Largest force on an atom**: 5.71 eV Å⁻¹
**Frontier orbital gap**: 10.0209 eV
**ΔE to the lowest compared entry with this formula, charge and spin**: 137.23 kcal/mol
**HOMO level**: -9.2 eV
**Charge**: 0

Each line ends with the Mulliken charge.
Geometry (Å):
C (1.1097, -1.1100, 0.9037)  -0.80
C (1.2512, 0.0544, -1.2291)  -1.40
C (2.6107, 1.0151, 0.6615)  -1.05
C (-2.9395, 0.6369, -0.3234)  -0.73
C (1.6157, -0.1101, 0.2217)  0.85
N (-1.6933, -1.1976, -1.2342)  -0.83
N (-2.1977, -0.5486, -0.4256)  0.90
O (-2.3261, -1.0580, 1.0205)  -0.63
H (-1.9058, -1.9046, 1.1995)  0.35
H (0.3174, -1.7647, 0.5222)  0.29
H (1.2584, -1.3162, 1.9683)  0.22
H (1.2433, 1.1267, -1.4284)  0.33
H (0.4303, -0.4740, -1.4523)  0.43
H (2.1148, -0.2632, -1.8567)  0.30
H (2.2166, 2.0236, 0.2179)  0.27
H (2.5427, 1.0086, 1.8007)  0.29
H (3.6379, 0.9184, 0.4332)  0.29
H (-3.9423, 0.4703, -0.2321)  0.33
H (-2.6907, 1.3115, -1.2977)  0.28
H (-2.6534, 1.1816, 0.5303)  0.31

Entry 6:
ORCA calculation (ωB97M-V/def2-TZVPD) on one molecule with the formula C8H17N4O5P in a non-equilibrium geometry.

**Largest force on an atom**: 5.86 eV Å⁻¹
**Frontier orbital gap**: 6.8804 eV
**ΔE to the lowest compared entry with this formula, charge and spin**: 130.96 kcal/mol
**HOMO level**: -8.0 eV
**Charge**: 0

Each line ends with the Mulliken charge.
Geometry (Å):
C (1.8198, -2.2746, 0.2472)  -0.55
C (3.0885, -1.3452, 0.6180)  -0.37
O (2.7563, 0.0300, 0.9112)  -0.41
C (2.5122, 0.8098, -0.2867)  -0.77
C (1.0155, 1.3756, -0.4312)  1.15
C (1.1344, 2.9757, -0.4020)  0.12
O (1.6105, 3.5053, 0.6521)  -0.67
O (0.7190, 3.6545, -1.5326)  -0.74
C (0.4842, 0.8121, -1.8458)  -0.89
N (-1.0059, 0.9286, -1.6877)  -0.29
C (-1.1605, 0.5286, -0.2612)  -0.10
N (-2.2243, -0.1506, 0.1857)  0.19
C (-2.4844, -0.5464, 1.5993)  -0.60
O (-1.3805, -1.2037, 2.2575)  -0.15
O (-0.9742, -0.4506, 3.3379)  -0.35
P (-3.4687, -0.5961, -1.0446)  0.42
N (-2.8939, -1.5624, -2.1909)  -0.66
N (-0.0397, 0.9736, 0.5389)  -0.16
H (0.8315, -1.8359, 0.6123)  0.02
H (1.7970, -2.4003, -0.8964)  0.18
H (1.9372, -3.2985, 0.7713)  0.36
H (3.8813, -1.4010, -0.2015)  0.31
H (3.5632, -1.8113, 1.5579)  0.32
H (2.7460, 0.1450, -1.1903)  0.39
H (3.2309, 1.7120, -0.2397)  0.30
H (0.7718, -0.2982, -1.9035)  0.31
H (0.9160, 1.3730, -2.7362)  0.34
H (-1.3039, 1.9332, -1.6533)  0.37
H (-3.3450, -1.3202, 1.5624)  0.30
H (-2.9060, 0.3240, 2.2332)  0.37
H (-0.8826, 0.4964, 3.0784)  0.37
H (-4.6053, -1.1526, -0.3520)  0.09
H (-3.8831, 0.6428, -1.6588)  0.11
H (-1.9066, -1.7438, -1.9501)  0.27
H (0.2763, 0.3819, 1.3214)  0.43